Here is C5H2N2O2S in the gas phase from OMol25. Energies are from ωB97M-V with the def2-TZVPD basis set.

Its SMILES is N#Cc1cscc1[N+](=O)[O-].

```
12
C5H2N2O2S (ωB97M-V with the def2-TZVPD basis set)
N 1.74323 -2.72741 0.16578
C 0.88707 -1.97187 0.05643
C -0.16154 -1.06429 -0.03208
C -1.49244 -1.15435 -0.06396
S -2.39746 0.32739 -0.02574
C -1.01105 1.34204 0.04500
C 0.17968 0.73443 0.02381
N 1.48537 1.24740 -0.03137
O 1.59401 2.43322 0.21580
O 2.38223 0.49502 -0.33458
H -2.05381 -2.07168 -0.11479
H -1.15528 2.41011 0.09570
```

Results of the natural (NBO) charge analysis, in e, for atoms 1 through 2: -0.24 0.23


Here is C5H2O in the gas phase from OMol25. Energies are from ωB97M-V with the def2-TZVPD basis set.

Its SMILES is C#CC#CC=O.

```
8
C5H2O (ωB97M-V with the def2-TZVPD basis set)
C 2.71413 -0.34963 -0.21122
C 1.67195 0.25629 -0.23778
C 0.35237 0.64422 -0.17645
C -0.85339 0.65741 -0.06389
C -2.16783 0.09511 0.20906
O -2.39049 -1.05722 -0.08225
H 3.58294 -0.96614 -0.16542
H -2.90969 0.71997 0.72795
```

Results of the natural (NBO) charge analysis, in e, for atoms 1 through 2: -0.11 -0.11


Here is C5H2O in the gas phase from OMol25. Energies are from ωB97M-V with the def2-TZVPD basis set.

Its SMILES is C#CC#CC=O.

```
8
C5H2O (ωB97M-V with the def2-TZVPD basis set)
C -1.23409 0.46002 -1.90332
C -1.38627 0.70640 -0.73125
C -0.99128 0.71658 0.58979
C -0.16904 0.46509 1.45237
C 1.16454 -0.14771 1.54460
O 1.68361 -0.50430 0.51263
H -0.99941 0.20018 -2.90980
H 1.65930 -0.27596 2.51441
```

Results of the natural (NBO) charge analysis, in e, for atoms 1 through 2: -0.11 -0.11


For each record above, in turn, the calculated electronic energy values are -23122.6180; -7260.1448; -7259.3792 eV.
For each record above, in turn, the calculated max |F| values are 6.4; 0.7; 1.0 eV/Å.